143
Properties=species:S:1:pos:R:3:forces:R:3:lowdin_charge:R:1 method="wB97M-V/def2-TZVPD" orbital_gap_ev=8.667 lumo_energy_ev=2.16 charge=-1 fmax_ev_per_a=2.77 e_homo_ev=-6.5 e_above_lowest_ev=0.000
P 4.13361 1.99157 5.21592 1.041 1.730 1.902 0.20
F 4.02078 1.55440 6.77163 0.553 -0.685 -0.247 -0.15
F 2.71408 2.72874 5.42170 -0.444 -0.297 -0.811 -0.13
F 4.87879 3.35397 5.73230 -0.102 0.030 -0.355 -0.18
F 4.23451 2.52167 3.69764 -0.300 -0.225 -0.249 -0.14
F 5.61838 1.33896 5.04752 -0.227 -0.427 0.174 -0.16
F 3.47617 0.59754 4.77330 -0.355 -0.106 -0.382 -0.13
C 3.53812 -4.94688 1.51645 0.368 -0.872 0.348 -0.13
O 3.64304 -3.58270 1.75172 -0.147 0.442 -0.039 -0.19
C 4.78706 -3.25409 2.51043 -0.115 -0.015 -0.344 -0.23
C 4.62044 -1.82940 2.95988 -0.497 0.664 0.485 -0.19
N 5.55153 -1.45637 4.02032 0.430 -0.373 -0.121 -0.06
C 6.95353 -1.68267 3.68051 0.377 0.212 0.083 -0.19
C 7.82462 -1.20283 4.82896 -0.310 -0.033 0.076 -0.22
O 9.15426 -1.57454 4.54713 0.038 0.102 -0.135 -0.19
C 10.10522 -1.01790 5.42401 0.138 -0.482 0.153 -0.11
H 4.43742 -5.35245 1.02582 -0.163 0.130 -0.236 0.09
H 2.65134 -5.14137 0.92185 0.001 0.064 -0.130 0.09
H 3.45758 -5.51626 2.45992 -0.147 0.174 -0.072 0.09
H 5.67934 -3.35673 1.87718 0.039 -0.229 0.164 0.13
H 4.85014 -3.92906 3.37531 0.192 0.094 0.035 0.12
H 3.61029 -1.73664 3.37213 0.050 -0.047 -0.013 0.11
H 4.65686 -1.12299 2.11843 0.173 -0.234 -0.171 0.13
H 5.46269 -0.46285 4.20527 -0.220 -0.012 0.058 0.08
H 7.24549 -1.16852 2.75176 0.005 -0.016 0.006 0.11
H 7.19767 -2.73963 3.55010 -0.315 -0.058 -0.045 0.12
H 7.45286 -1.69085 5.74189 0.193 0.073 0.081 0.13
H 7.72134 -0.11919 4.97682 0.104 0.005 -0.064 0.11
H 9.90123 -1.29269 6.46757 -0.156 0.182 -0.028 0.09
H 10.18030 0.06926 5.32869 -0.079 0.036 0.014 0.08
H 11.05955 -1.48123 5.17073 0.031 0.187 -0.089 0.09
C 8.14996 3.67894 5.97721 -0.280 -0.262 0.827 -0.14
O 8.55355 4.40282 4.85613 0.301 0.175 -0.364 -0.18
C 7.62330 4.37277 3.78260 -0.503 0.093 0.942 -0.20
C 7.56465 3.05140 3.05523 0.410 -0.079 -0.420 -0.22
N 8.84421 2.75454 2.43051 0.331 -0.501 -0.527 -0.05
C 9.00617 1.33073 2.13545 -0.489 0.249 0.928 -0.22
C 10.05850 1.03161 1.10465 0.563 -1.123 0.432 -0.23
O 9.63448 1.20666 -0.22408 0.045 0.617 -0.251 -0.18
C 8.86489 0.14696 -0.72432 -0.077 -0.562 0.336 -0.12
H 8.84177 3.87880 6.80040 0.190 0.028 -0.257 0.08
H 8.12105 2.59132 5.82516 0.029 0.062 -0.144 0.08
H 7.16035 3.97467 6.35029 -0.050 0.035 -0.286 0.07
H 7.90525 5.19628 3.12639 0.061 -0.101 -0.158 0.12
H 6.63193 4.59277 4.20730 -0.027 0.008 -0.252 0.11
H 6.71697 3.05186 2.35193 0.039 0.096 -0.028 0.12
H 7.36231 2.21902 3.72814 -0.097 0.196 0.294 0.08
H 9.03402 3.29468 1.59522 -0.318 0.127 0.012 0.11
H 8.04984 0.84636 1.86724 0.081 0.163 -0.317 0.10
H 9.25620 0.85049 3.09262 0.252 -0.121 -0.201 0.11
H 10.39323 -0.01331 1.23980 -0.191 0.070 -0.016 0.12
H 10.96870 1.61000 1.27995 -0.226 0.379 -0.176 0.13
H 8.13045 -0.22450 0.00484 -0.086 0.289 -0.117 0.08
H 9.48254 -0.73366 -0.96244 0.104 0.231 -0.153 0.09
H 8.35157 0.50514 -1.61099 -0.028 -0.071 -0.080 0.09
C 8.90181 3.67316 12.23743 0.215 -0.640 0.225 -0.13
O 7.57038 3.74319 11.82298 -0.310 0.475 -0.034 -0.17
C 7.38672 4.00599 10.44558 0.504 0.333 -0.146 -0.23
C 7.01261 2.77677 9.66941 -0.737 -0.856 -0.020 -0.20
N 5.69816 2.24960 10.03490 -0.177 0.421 0.145 -0.04
C 4.60870 3.06369 9.51048 -0.102 -0.087 -0.731 -0.22
C 3.27312 2.36975 9.63726 0.214 0.426 0.043 -0.24
O 2.87411 2.26581 10.98423 0.358 -0.064 0.006 -0.17
C 1.57530 1.75384 11.10128 -0.032 0.252 -0.117 -0.12
H 9.54583 4.41105 11.74837 -0.068 0.105 0.042 0.08
H 9.32401 2.67165 12.05695 0.047 0.122 -0.119 0.09
H 8.91512 3.81967 13.31826 0.041 0.143 -0.035 0.08
H 8.31354 4.40649 10.00922 0.001 -0.023 0.080 0.11
H 6.65027 4.80567 10.32945 -0.158 -0.166 0.142 0.12
H 7.70438 1.96665 9.91672 0.308 0.207 -0.231 0.12
H 7.04199 2.99464 8.58800 0.270 0.052 0.054 0.10
H 5.59004 1.33131 9.61956 0.100 -0.056 0.077 0.11
H 4.73375 3.19988 8.42042 0.038 0.204 0.103 0.10
H 4.57029 4.06243 9.94903 0.094 -0.131 0.304 0.12
H 3.39006 1.39624 9.13809 -0.385 -0.127 0.224 0.11
H 2.52217 2.95705 9.08834 0.032 -0.130 -0.145 0.12
H 1.48637 0.80730 10.55878 -0.184 -0.120 0.179 0.08
H 0.84366 2.46581 10.69077 -0.036 -0.105 -0.054 0.09
H 1.37472 1.63808 12.16372 -0.061 -0.219 -0.006 0.09
C 6.57481 11.74540 9.10928 -0.057 -0.158 -0.180 -0.11
O 5.38636 11.43084 8.41754 -0.133 0.270 0.324 -0.19
C 5.41497 11.88026 7.08683 0.540 -0.160 -0.579 -0.26
C 4.19457 11.36927 6.37302 -0.518 -0.264 0.222 -0.23
N 4.20464 9.92601 6.32015 0.668 0.149 -0.332 -0.07
C 3.07367 9.33216 5.64294 0.567 -0.190 0.461 -0.21
C 3.22748 7.82936 5.61154 -0.115 0.093 -0.135 -0.24
O 3.21603 7.33741 6.93386 -0.124 0.152 -0.100 -0.18
C 3.26136 5.93510 6.96264 0.159 -0.713 0.444 -0.11
H 6.89191 12.77104 8.88946 0.016 0.015 0.101 0.08
H 7.37754 11.05668 8.81917 0.040 0.080 0.019 0.09
H 6.37870 11.64044 10.17348 0.014 0.000 0.025 0.09
H 6.31214 11.47407 6.59011 -0.093 0.026 -0.009 0.13
H 5.48636 12.97591 7.01683 -0.136 -0.011 0.222 0.12
H 4.16702 11.74796 5.34657 0.104 0.113 0.038 0.12
H 3.29316 11.75998 6.88455 0.089 0.048 -0.051 0.12
H 4.42220 9.50751 7.21248 -0.315 -0.018 0.100 0.11
H 3.11581 9.67527 4.60549 -0.445 0.139 0.026 0.12
H 2.13548 9.60166 6.14950 -0.210 -0.004 -0.373 0.12
H 4.18759 7.58410 5.13514 -0.053 -0.057 -0.015 0.13
H 2.41519 7.39262 5.01295 0.018 -0.058 0.095 0.11
H 3.48134 5.61559 7.98334 0.026 0.166 0.021 0.08
H 4.05105 5.52256 6.32691 -0.051 0.114 -0.096 0.08
H 2.31052 5.45572 6.69601 -0.017 0.238 -0.226 0.09
C 0.95179 3.65466 2.80637 -0.525 -0.594 0.407 -0.27
C 1.01395 4.88717 3.67388 0.266 -0.130 -0.320 -0.25
O 0.99538 6.08691 2.90575 -0.027 0.131 0.213 -0.07
O 2.12881 3.46573 2.04894 0.018 0.307 -0.196 -0.07
H 0.09806 3.70436 2.12620 0.190 0.215 -0.209 0.12
H 0.74579 2.78064 3.44513 0.223 0.097 -0.002 0.10
H 1.93844 4.82261 4.26090 -0.143 0.093 0.189 0.10
H 0.15899 4.89614 4.34809 -0.022 0.173 0.037 0.13
H 1.83650 6.13330 2.44132 -0.041 -0.059 -0.118 0.08
H 2.86813 3.45307 2.67145 -0.004 -0.274 -0.066 0.05
C 1.05387 0.36546 7.35530 0.870 -0.208 0.068 -0.25
C 1.07011 -0.96798 8.04377 1.025 -0.597 0.203 -0.26
O -0.10754 -1.23042 8.78494 -0.135 0.001 -0.150 -0.06
O 0.14578 0.38862 6.26610 -0.335 0.128 0.339 -0.05
H 2.05628 0.56579 6.98106 0.072 -0.027 0.152 0.09
H 0.85948 1.09883 8.14921 -0.425 0.290 -0.388 0.11
H 1.91899 -0.98954 8.74431 -0.328 0.363 0.207 0.11
H 1.36527 -1.79382 7.37729 -0.639 0.143 -0.293 0.12
H -0.84292 -0.93359 8.23773 -0.046 -0.099 -0.003 0.08
H 0.59954 0.80187 5.52656 -0.185 -0.009 -0.141 0.05
C -0.21569 -0.16175 1.38783 -0.202 -0.099 -0.161 -0.25
C 1.16929 -0.24386 1.95486 0.524 0.376 -0.099 -0.24
O 1.05700 0.12338 3.32402 -0.078 -0.133 0.146 -0.08
O -1.07209 -1.14537 1.94572 -0.051 0.025 0.071 -0.06
H -0.20209 -0.32722 0.30986 0.037 -0.039 0.007 0.12
H -0.60867 0.84550 1.57114 0.009 -0.004 -0.002 0.12
H 1.82452 0.45671 1.41767 -0.082 0.036 0.076 0.12
H 1.59562 -1.24644 1.83857 -0.164 -0.075 0.069 0.11
H 1.91344 0.06694 3.76183 0.082 0.009 -0.104 0.05
H -0.97630 -1.07272 2.90322 -0.010 -0.017 0.018 0.08
C 3.68206 -4.05130 7.50443 0.080 0.137 0.186 -0.25
C 4.91574 -3.34359 6.97909 -0.342 -0.480 -0.239 -0.28
O 4.62720 -2.00330 6.65452 0.148 -0.139 0.202 -0.09
O 3.36136 -3.67087 8.84108 0.118 -0.076 -0.188 -0.07
H 3.86879 -5.12748 7.50982 -0.070 -0.024 0.111 0.11
H 2.84310 -3.84578 6.82926 -0.009 0.004 0.028 0.11
H 5.23604 -3.90755 6.08958 0.153 0.156 0.042 0.11
H 5.69726 -3.42659 7.74542 0.100 0.128 -0.081 0.12
H 4.96155 -1.85376 5.74525 -0.049 0.227 -0.039 0.03
H 3.60053 -2.74288 8.93856 -0.137 0.053 -0.036 0.07